No. 1
A 16-piece molecular cluster, C48H78O48 overall in a non-equilibrium geometry. Source: the OMol25 dataset; level of theory: ωB97M-V with the def2-TZVPD basis set.

```
! RIJCOSX wB97M-V def2-TZVPD def2/J DEFGRID3
* xyz 0 1
C -5.4166 -5.8294 -0.4231
C -4.1578 -6.6333 -0.1003
O -3.5585 -5.8348 0.9105
C -4.1432 -4.7025 1.0701
O -3.7142 -3.8440 1.8000
O -5.3156 -4.7122 0.3962
H -6.2665 -6.3197 0.0516
H -5.6370 -5.5276 -1.4471
H -3.5140 -6.6059 -0.9795
H -4.3598 -7.6489 0.2401
C -3.1854 -3.4454 5.1220
C -3.5144 -2.7692 6.3847
O -2.2212 -2.3478 6.8456
C -1.2066 -3.0222 6.1956
O -0.0274 -3.0282 6.3942
O -1.7987 -3.7710 5.2710
H -3.3534 -2.7804 4.2749
H -3.6157 -4.4429 5.0328
H -3.9390 -3.5180 7.0534
H -4.1157 -1.8718 6.2389
C -1.1980 -4.3729 -6.5472
C -0.7223 -2.9953 -6.9373
O 0.1024 -2.6909 -5.7975
C 0.5242 -3.7621 -5.1699
O 1.2733 -3.8031 -4.2482
O -0.1272 -4.8131 -5.6572
H -1.4146 -5.0722 -7.3548
H -2.0448 -4.4793 -5.8693
H -1.5380 -2.2767 -7.0158
H -0.1459 -3.0299 -7.8618
C 2.3260 5.1709 3.0554
C 1.0043 4.4080 2.9283
O 0.0924 5.3376 3.5366
C 0.7483 6.4850 3.9255
O 0.2296 7.4943 4.4222
O 2.0243 6.3712 3.7605
H 2.8149 5.3270 2.0938
H 3.0707 4.6126 3.6227
H 1.0416 3.4847 3.5064
H 0.6521 4.2158 1.9148
C -0.9811 1.6784 3.9910
C -1.8964 2.5749 3.1485
O -2.9752 1.6924 2.9421
C -3.1049 0.8011 3.9186
O -4.0616 0.0752 4.1665
O -1.9156 0.8293 4.6256
H -0.4612 2.2831 4.7340
H -0.2508 1.1438 3.3836
H -1.4416 2.7937 2.1824
H -2.2013 3.4966 3.6441
C -6.0406 -1.6691 2.2692
C -6.7979 -0.4636 2.6901
O -7.2700 -0.6102 3.9938
C -6.9472 -1.8352 4.3332
O -7.2651 -2.4105 5.3873
O -6.1508 -2.4566 3.4004
H -5.0024 -1.4029 2.0711
H -6.4020 -2.1714 1.3719
H -7.5777 -0.3268 1.9409
H -6.2426 0.4733 2.7361
C 7.7301 3.5477 2.4208
C 6.3247 3.1664 3.0073
O 6.5401 1.8741 3.5489
C 7.8351 1.4730 3.3712
O 8.2815 0.3449 3.5028
O 8.5627 2.4050 2.6840
H 8.1714 4.4379 2.8691
H 7.7153 3.7285 1.3460
H 5.5545 3.1461 2.2363
H 6.1280 3.9408 3.7488
C -2.2910 -1.6886 -3.2094
C -2.7131 -2.9296 -2.4773
O -3.7001 -2.4193 -1.5661
C -3.7200 -1.0965 -1.6832
O -4.4486 -0.3332 -1.0235
O -2.7386 -0.6494 -2.4345
H -2.8657 -1.6032 -4.1316
H -1.2214 -1.7285 -3.4152
H -1.8904 -3.4353 -1.9718
H -3.0571 -3.6385 -3.2304
C 2.3035 -1.5377 3.0501
C 3.2902 -1.3889 1.8516
O 3.4923 -0.0120 1.7900
C 3.0040 0.6581 2.7982
O 3.0729 1.8821 2.9844
O 2.3069 -0.1994 3.5879
H 2.6527 -2.2193 3.8257
H 1.3293 -1.8795 2.7005
H 2.8044 -1.6796 0.9201
H 4.3162 -1.7394 1.9641
C -1.7611 5.0395 -4.2402
O -2.4531 6.0303 -3.4360
C -3.6899 5.8171 -2.9487
O -4.4138 4.8274 -3.2123
O -3.9549 6.7730 -2.1138
C -5.2401 6.8139 -1.4549
H -2.1832 5.0420 -5.2451
H -1.7801 4.0402 -3.8054
H -0.7352 5.3362 -4.4582
H -5.3232 7.8350 -1.0827
H -5.1518 6.0766 -0.6570
H -6.1676 6.5814 -1.9783
C 7.0409 -1.4296 -0.2018
O 6.5249 -1.1814 -1.4800
C 5.4705 -2.0151 -1.8799
O 4.9092 -2.8769 -1.1627
O 5.2015 -1.9184 -3.1425
C 4.3128 -2.8148 -3.7549
H 6.4218 -1.7068 0.6515
H 7.6734 -0.6302 0.1843
H 7.7628 -2.2441 -0.2615
H 3.6545 -2.3349 -4.4792
H 3.5514 -3.1296 -3.0412
H 4.9021 -3.5836 -4.2546
C 3.8053 0.7548 -4.9998
O 2.5746 0.4507 -4.5647
C 1.5004 1.0180 -5.1103
O 1.5518 1.6457 -6.1138
O 0.4249 0.7115 -4.3397
C -0.8590 1.3274 -4.5878
H 3.9157 1.6350 -5.6332
H 4.0119 0.0139 -5.7721
H 4.6111 0.6794 -4.2698
H -0.8189 2.3970 -4.7941
H -1.3771 1.1790 -3.6403
H -1.2712 0.8464 -5.4748
C 0.1776 3.9643 -0.9786
O -1.0865 3.9525 -0.3364
C -2.1639 3.1638 -0.8495
O -2.1132 2.3837 -1.8000
O -3.2301 3.4468 -0.0206
C -4.3333 2.5905 -0.0626
H 0.9693 3.6139 -0.3164
H 0.3394 5.0030 -1.2665
H 0.3180 3.3584 -1.8738
H -4.3072 2.0388 -1.0023
H -5.2526 3.1716 0.0107
H -4.2287 1.8147 0.6958
C 1.7944 0.4288 -1.1401
O 1.0085 -0.5992 -0.5600
C 0.0568 -0.3038 0.4330
O -0.1040 0.7745 1.0191
O -0.7615 -1.3659 0.5862
C -1.7724 -1.2101 1.5456
H 2.4208 0.0515 -1.9484
H 2.4314 0.8261 -0.3500
H 1.0887 1.1383 -1.5722
H -2.2694 -0.2573 1.3629
H -1.5021 -1.4115 2.5822
H -2.5855 -1.8726 1.2488
C 3.3580 4.2485 -4.0454
O 4.3064 3.6190 -3.2066
C 4.1575 3.0929 -1.9681
O 3.1243 3.1751 -1.3045
O 5.3811 2.5980 -1.6490
C 5.5924 1.7196 -0.6366
H 2.8744 5.0279 -3.4565
H 2.6368 3.4620 -4.2674
H 3.7735 4.6821 -4.9551
H 6.6523 1.5461 -0.4508
H 5.0364 0.7999 -0.8186
H 5.2345 2.2487 0.2467
C 0.5707 -4.3043 -0.5364
O 0.8438 -5.1888 0.5750
C 0.3489 -5.0788 1.8016
O -0.4786 -4.2274 2.1241
O 1.0685 -5.8666 2.5835
C 0.7947 -5.7314 4.0173
H 1.2404 -3.4475 -0.4620
H -0.4845 -4.0311 -0.5389
H 0.7117 -4.6889 -1.5465
H 0.7561 -4.7208 4.4239
H 1.6203 -6.1888 4.5624
H -0.0922 -6.3309 4.2224
*
```

Results
LUMO energy: -0.014 hartree
Largest force on an atom: 5.55 eV Å⁻¹
Kohn-Sham gap: 9.82 eV
M: 1423.104 g mol⁻¹

No. 2
C48H79GeHgN3O5P2SSeSi as an isolated structure. Source: the OMol25 dataset; level of theory: ωB97M-V with the def2-TZVPD basis set.

```
! RIJCOSX wB97M-V def2-TZVPD def2/J DEFGRID3
* xyz 1 2
Hg -0.8551 -0.3333 -0.3750
O 0.8870 1.0493 1.7737
P 1.7359 2.2514 2.0357
C 0.8392 3.8160 1.7420
P -0.1433 3.7828 0.1886
O -1.2110 2.7444 0.1959
C 1.0600 3.6134 -1.1341
C 2.2022 4.4141 -1.1916
C 3.0896 4.2770 -2.2449
C 2.8409 3.3404 -3.2436
C 1.7009 2.5519 -3.1974
C 0.8023 2.6949 -2.1464
C -0.8177 5.4526 0.0582
C -0.6022 6.2695 -1.0495
C -1.2466 7.4971 -1.1416
C -2.1091 7.9089 -0.1368
C -2.3358 7.0942 0.9665
C -1.6962 5.8695 1.0621
C 3.2421 2.3650 1.0587
C 4.2713 3.2386 1.4076
C 5.4166 3.3031 0.6299
C 5.5414 2.4870 -0.4874
C 4.5256 1.6040 -0.8254
C 3.3721 1.5428 -0.0554
C 2.2332 2.3129 3.7721
C 2.3015 1.0878 4.4390
C 2.6285 1.0418 5.7866
C 2.9006 2.2192 6.4728
C 2.8640 3.4372 5.8080
C 2.5268 3.4876 4.4628
H 1.5294 4.6623 1.7349
H 0.1274 3.9356 2.5626
H 2.3947 5.1520 -0.4193
H 3.9728 4.9015 -2.2929
H 3.5387 3.2328 -4.0659
H 1.5071 1.8356 -3.9867
H -0.1082 2.1051 -2.0985
H 0.0661 5.9484 -1.8383
H -1.0785 8.1257 -2.0072
H -2.6082 8.8668 -0.2135
H -3.0188 7.4112 1.7449
H -1.8853 5.2270 1.9160
H 4.1841 3.8604 2.2925
H 6.2161 3.9811 0.9014
H 6.4367 2.5406 -1.0958
H 4.6342 0.9562 -1.6863
H 2.5664 0.8693 -0.3101
H 2.0990 0.1778 3.8850
H 2.6716 0.0905 6.3029
H 3.1403 2.1885 7.5282
H 3.0942 4.3524 6.3398
H 2.4799 4.4474 3.9591
N -1.0220 -0.8485 2.9551
C -1.9144 -1.1547 4.1284
C -2.1837 0.1307 4.9233
C -2.9895 1.1537 4.1079
N -2.1968 1.5840 2.9532
C -4.3096 0.5088 3.6751
C -4.1607 -0.8054 2.8965
N -3.6688 -0.5785 1.5276
C -3.2324 -1.7722 3.6414
H -0.0499 -0.6972 3.2150
H -1.3812 0.0703 2.5567
H -1.0581 -1.5953 2.2274
H -1.4010 -1.8840 4.7527
H -1.2375 0.5739 5.2549
H -2.7602 -0.1303 5.8125
H -3.2267 2.0035 4.7548
H -1.4423 2.2071 3.2108
H -2.7337 2.0357 2.2256
H -4.8867 1.2214 3.0739
H -4.8925 0.3045 4.5762
H -5.1506 -1.2736 2.8756
H -4.3350 -0.0194 1.0075
H -3.5858 -1.4667 1.0406
H -3.0090 -2.6212 2.9895
H -3.7641 -2.1523 4.5153
C 3.0017 -2.2020 -0.0569
C 2.5147 -2.7403 -1.4000
C 2.5078 -1.6421 -2.4538
C 3.3932 -3.9016 -1.8484
O 1.1542 -3.1766 -1.2872
Si 0.3900 -4.2027 -0.2772
S -1.1735 -3.0680 0.6423
O -0.2980 -5.4549 -1.0353
C -1.0079 -5.6667 -2.2766
C -0.1166 -6.5482 -3.1406
C -2.3024 -6.3779 -1.9219
C -1.3069 -4.3552 -2.9966
O 1.4440 -4.7316 0.8337
C 1.6888 -5.9055 1.6298
C 3.1680 -5.8677 1.9868
C 1.3778 -7.1795 0.8505
C 0.8369 -5.8211 2.8873
H 4.0421 -1.8783 -0.1296
H 2.9258 -2.9852 0.6976
H 2.3796 -1.3651 0.2675
H 3.5064 -1.2139 -2.5664
H 1.8082 -0.8529 -2.1642
H 2.1870 -2.0427 -3.4186
H 4.4230 -3.5688 -1.9976
H 3.0238 -4.3200 -2.7883
H 3.3876 -4.6862 -1.0874
H 0.1006 -7.4840 -2.6223
H 0.8273 -6.0341 -3.3394
H -0.6030 -6.7755 -4.0917
H -2.0912 -7.3281 -1.4269
H -2.8833 -6.5747 -2.8253
H -2.8957 -5.7560 -1.2485
H -0.3783 -3.8118 -3.1804
H -1.9559 -3.7188 -2.3904
H -1.7997 -4.5578 -3.9489
H 3.7732 -5.8594 1.0780
H 3.4387 -6.7462 2.5747
H 3.3977 -4.9725 2.5691
H 1.9390 -7.1876 -0.0870
H 0.3171 -7.2360 0.6079
H 1.6611 -8.0535 1.4393
H 1.0614 -4.9003 3.4311
H 1.0442 -6.6715 3.5397
H -0.2260 -5.8230 2.6304
C -4.4127 2.9594 -3.2738
Ge -3.6263 1.9891 -4.7747
C -4.5727 2.3872 -6.4388
C -1.7312 2.4279 -4.9517
C -3.8713 0.0554 -4.4680
Se -2.6901 -0.8020 -3.1736
C -1.0639 -0.8972 -4.2438
H -4.3342 4.0353 -3.4430
H -3.8987 2.7180 -2.3405
H -5.4692 2.7057 -3.1692
H -4.5512 3.4601 -6.6418
H -5.6153 2.0716 -6.3687
H -4.1105 1.8705 -7.2819
H -1.6285 3.4904 -5.1864
H -1.2687 1.8549 -5.7582
H -1.1995 2.2311 -4.0219
H -3.7796 -0.4957 -5.4046
H -4.8793 -0.1129 -4.0888
H -1.3401 -0.9092 -5.2955
H -0.5606 -1.8243 -3.9805
H -0.4113 -0.0539 -4.0336
*
```

Results
LUMO energy (alpha / beta): -0.060 / -0.143 hartree
Largest force on an atom: 0.75 eV Å⁻¹
<S²>: 0.7629
Kohn-Sham gap (alpha / beta): 7.73 / 5.80 eV
M: 1252.437 g mol⁻¹